{
  "formula": "C38H47FeGe2N4OS",
  "method": "ωB97M-V/def2-TZVPD",
  "symbols": ["Fe", "C", "C", "C", "C", "C", "C", "C", "N", "N", "C", "C", "C", "C", "C", "C", "N", "C", "C", "C", "C", "C", "C", "N", "H", "H", "H", "H", "H", "H", "H", "H", "H", "H", "H", "H", "H", "H", "H", "H", "H", "H", "H", "H", "C", "Ge", "C", "C", "Ge", "C", "C", "C", "C", "C", "C", "C", "C", "C", "C", "C", "C", "H", "H", "H", "H", "H", "H", "H", "H", "H", "H", "H", "H", "H", "H", "H", "H", "H", "H", "H", "O", "S", "C", "C", "C", "C", "H", "H", "H", "H", "H", "H", "H", "H"],
  "coordinates": [[0.6162, -0.3453, 1.0624], [1.1755, -2.5956, 2.9048], [2.6275, -2.2202, 3.1680], [3.3716, -1.4528, 2.1074], [4.6939, -1.7790, 1.8337], [5.4641, -0.9343, 1.0538], [4.8861, 0.2283, 0.5668], [3.5476, 0.4474, 0.8189], [2.7822, -0.3780, 1.5458], [0.2455, -1.4411, 2.7783], [-1.1264, -1.9686, 2.5706], [-1.1724, -2.6473, 1.2404], [-1.9153, -3.7873, 1.0068], [-1.8359, -4.3932, -0.2400], [-1.0066, -3.8357, -1.1961], [-0.3175, -2.6757, -0.8898], [-0.4020, -2.0770, 0.3002], [0.2386, -0.6337, 4.0043], [-0.3409, 0.7187, 3.7447], [-0.8724, 1.4499, 4.7914], [-1.3269, 2.7357, 4.5570], [-1.2409, 3.2313, 3.2686], [-0.7153, 2.4234, 2.2813], [-0.2579, 1.1842, 2.4884], [0.8325, -3.2362, 3.7247], [1.0976, -3.1746, 1.9855], [3.1688, -3.1354, 3.4047], [2.7027, -1.6164, 4.0752], [5.1218, -2.6697, 2.2735], [6.5010, -1.1677, 0.8505], [5.4514, 0.9491, -0.0076], [3.0558, 1.3174, 0.4077], [-1.8250, -1.1259, 2.5840], [-1.3963, -2.6531, 3.3798], [-2.5191, -4.2074, 1.8000], [-2.3976, -5.2935, -0.4508], [-0.9015, -4.2753, -2.1780], [0.3288, -2.1967, -1.6073], [1.2560, -0.4895, 4.3610], [-0.3095, -1.1572, 4.7934], [-0.9226, 1.0084, 5.7780], [-1.7424, 3.3313, 5.3585], [-1.5860, 4.2241, 3.0169], [-0.6747, 2.7951, 1.2732], [1.5646, 3.4963, 0.3354], [0.2330, 3.1574, -1.0748], [-0.9244, 4.7391, -1.1620], [1.2647, 3.1275, -2.7448], [-1.1696, 1.0934, -0.6597], [-1.7848, 0.2949, -2.3366], [-1.6499, 0.9875, -3.5389], [-2.1559, 0.4692, -4.7241], [-2.8070, -0.7557, -4.7241], [-2.9891, -1.4375, -3.5271], [-2.4939, -0.9079, -2.3439], [-2.8316, 1.2824, 0.3786], [-3.4567, 2.5186, 0.5315], [-4.6747, 2.6270, 1.1911], [-5.2846, 1.4981, 1.7185], [-4.6798, 0.2576, 1.5659], [-3.4674, 0.1533, 0.8977], [2.5155, 3.7241, -0.1494], [1.7129, 2.6783, 1.0372], [1.2643, 4.3705, 0.9137], [-0.2844, 5.6204, -1.2340], [-1.5485, 4.8544, -0.2787], [-1.5682, 4.7079, -2.0409], [1.5153, 4.1729, -2.9420], [0.7468, 2.7447, -3.6193], [2.2033, 2.5908, -2.6128], [-1.1651, 1.9550, -3.5605], [-2.0504, 1.0284, -5.6449], [-3.2015, -1.1614, -5.6463], [-3.5416, -2.3691, -3.5138], [-2.6964, -1.4260, -1.4187], [-3.0112, 3.4115, 0.1163], [-5.1506, 3.5946, 1.2852], [-6.2319, 1.5821, 2.2339], [-5.1614, -0.6310, 1.9546], [-3.0324, -0.8311, 0.7612], [1.4768, -0.4929, -0.9508], [2.4018, -0.1944, -2.1211], [1.4502, -0.4604, -3.6473], [2.2821, -1.4068, -4.5025], [2.8019, -2.4746, -3.5454], [3.3845, -1.7152, -2.3575], [1.2501, 0.5063, -4.1015], [0.4982, -0.9028, -3.3465], [3.1165, -0.8747, -4.9653], [1.6748, -1.8185, -5.3078], [3.5574, -3.1083, -4.0072], [1.9836, -3.1221, -3.2213], [4.4119, -1.3968, -2.5378], [3.3429, -2.2372, -1.4016]],
  "forces_ev_per_angstrom": [[-0.3, -0.2, -0.8], [0.2, 0.1, 0.0], [-0.1, 0.1, -0.1], [-0.2, 0.2, -0.1], [0.1, 0.1, 0.0], [0.0, 0.0, 0.0], [0.0, 0.0, 0.0], [0.0, 0.0, -0.1], [-0.1, -0.2, 0.4], [-0.1, 0.1, -0.1], [0.1, 0.1, 0.0], [-0.1, -0.1, 0.0], [0.0, -0.1, 0.0], [0.0, 0.0, 0.0], [0.0, 0.0, 0.0], [0.0, 0.0, 0.0], [0.0, 0.4, 0.0], [0.1, 0.0, -0.1], [0.0, 0.0, 0.0], [-0.1, 0.0, 0.0], [0.0, 0.0, 0.0], [0.0, 0.0, 0.0], [0.0, 0.0, 0.1], [0.3, -0.2, -0.2], [0.0, 0.0, 0.0], [0.1, 0.0, 0.0], [0.0, 0.0, -0.1], [0.0, -0.1, 0.1], [0.0, 0.0, 0.0], [0.0, 0.0, 0.0], [0.0, 0.0, 0.0], [0.0, 0.0, 0.0], [0.1, 0.0, 0.0], [0.0, 0.0, 0.0], [0.0, 0.0, 0.0], [0.0, 0.0, 0.0], [0.0, 0.0, 0.0], [-0.1, 0.0, 0.0], [0.0, 0.0, -0.1], [0.0, 0.1, 0.1], [0.0, 0.0, 0.0], [0.0, 0.0, 0.0], [0.0, 0.0, 0.0], [0.0, 0.0, 0.0], [0.0, 0.0, 0.0], [0.0, 0.0, -0.1], [-0.1, -0.1, 0.0], [0.0, 0.0, 0.0], [0.2, -0.1, 0.4], [0.1, -0.2, 0.1], [0.1, 0.0, 0.0], [0.0, 0.0, 0.0], [0.0, 0.0, 0.0], [0.0, 0.0, 0.0], [0.0, 0.0, -0.1], [0.1, -0.1, 0.0], [0.0, -0.1, 0.0], [0.0, 0.0, 0.0], [0.0, 0.0, 0.0], [0.0, 0.0, 0.0], [0.0, 0.0, 0.0], [0.0, 0.0, 0.0], [0.0, 0.0, 0.0], [0.0, 0.0, 0.0], [0.0, 0.0, 0.0], [0.0, 0.0, 0.0], [0.0, 0.0, 0.0], [0.0, 0.0, 0.0], [0.0, 0.0, 0.0], [0.0, 0.0, 0.0], [0.0, 0.0, 0.0], [0.0, 0.0, 0.0], [0.0, 0.0, 0.0], [0.0, 0.0, 0.0], [0.0, -0.1, 0.1], [0.0, 0.1, 0.0], [0.0, 0.0, 0.0], [0.0, 0.0, 0.0], [0.0, 0.0, 0.0], [0.0, 0.0, 0.0], [-0.4, 0.3, 0.2], [0.2, 0.0, 0.0], [0.0, 0.0, 0.0], [0.0, 0.0, 0.0], [0.0, 0.0, 0.0], [0.0, 0.0, 0.0], [0.0, 0.0, 0.0], [0.0, 0.0, 0.0], [0.0, 0.0, 0.0], [0.0, 0.0, 0.0], [0.0, 0.0, 0.0], [0.0, 0.0, 0.0], [0.0, 0.0, 0.0], [0.0, 0.0, 0.0]],
  "lowdin_charge": [0.5210, -0.1298, -0.0970, -0.2376, 0.0015, -0.0223, -0.0350, -0.1431, 0.0737, -0.2154, -0.0994, -0.2810, 0.0153, -0.0147, -0.0277, -0.1113, 0.0568, -0.1018, -0.2404, 0.0094, -0.0105, -0.0146, -0.1662, 0.0910, 0.1434, 0.1299, 0.1311, 0.1202, 0.1255, 0.1252, 0.1223, 0.0795, 0.1226, 0.1446, 0.1306, 0.1257, 0.1216, 0.0803, 0.1285, 0.1477, 0.1296, 0.1265, 0.1243, 0.0094, -0.2372, 0.7218, -0.2320, -0.2385, 1.0308, -0.3488, -0.1358, -0.0647, -0.0606, -0.0625, -0.1245, -0.3471, -0.1146, -0.0599, -0.0626, -0.0650, -0.1321, 0.0339, -0.0146, 0.0369, 0.0366, 0.0030, 0.0322, 0.0394, 0.0005, -0.0055, 0.0710, 0.1143, 0.1139, 0.1121, 0.0821, 0.0762, 0.1137, 0.1132, 0.1102, 0.0699, -0.6471, 0.9942, -0.2922, -0.2068, -0.2107, -0.2831, 0.0807, 0.0846, 0.1257, 0.1282, 0.1257, 0.1110, 0.0991, 0.0956],
  "max_force_ev_per_a": 0.8,
  "orbital_gap_ha": [0.2527, 0.2602],
  "homo_ev": [-12.625, -12.936],
  "energy_ha": -7585.7068,
  "total_charge": 2,
  "spin_multiplicity": 2
}